[1]
Computed, not measured: a 2-piece molecular cluster, C5H12NO2 overall in a non-equilibrium geometry, with wB97M-V/def2-TZVPD.

Each line ends with the Löwdin charge.
CARTESIAN COORDINATES (ANGSTROEM)
C 1.589 0.014 -0.166  -0.26
N 1.420 -1.690 -0.529  0.12
C 0.321 -0.858 -0.549  -0.51
C -0.291 -0.303 -1.896  -0.32
O -1.400 0.458 -1.633  -0.28
C -0.641 -1.188 0.589  -0.26
O -1.951 -0.723 0.352  -0.21
C 1.133 1.274 0.657  -0.07
H 2.339 -0.371 0.544  0.12
H 2.013 0.506 -1.035  0.09
H -2.244 0.827 2.430  0.02
H -2.588 1.046 1.800  0.04
H -0.484 -1.163 -2.560  0.10
H 0.485 0.369 -2.304  0.09
H -1.838 -0.135 -0.509  -0.04
H -0.155 -0.756 1.479  0.08
H -0.705 -2.274 0.724  0.10
H 0.768 2.074 0.003  0.08
H 0.300 1.156 1.347  0.05
H 1.929 1.738 1.254  0.06

Output
Net charge   -1
E_LUMO   3.81 eV
Total energy   -10959.4067 eV
Highest occupied orbital energy   -3.1 eV
Orbital gap   6.93 eV

[2]
Computed, not measured: an isolated ion of composition C5H12NO2 and charge -1 in a non-equilibrium geometry, with wB97M-V/def2-TZVPD.

Each line ends with the Löwdin charge.
CARTESIAN COORDINATES (ANGSTROEM)
C 0.093 2.112 -0.755  -0.07
C -0.210 0.621 -0.660  -0.41
C 0.783 -0.089 0.261  -0.20
C 2.222 -0.176 -0.307  -0.58
O 3.126 -0.732 0.493  -0.35
N -1.639 0.441 -0.277  -0.04
C -2.070 -0.897 -0.075  -0.34
O -2.001 -1.373 1.261  -0.08
H 0.638 2.327 -1.656  0.06
H -0.798 2.743 -0.802  0.06
H 0.786 2.402 0.034  0.07
H -0.144 0.180 -1.634  0.12
H 0.764 0.390 1.255  0.11
H 0.485 -1.123 0.486  0.09
H 2.490 0.864 -0.664  0.08
H 2.054 -0.704 -1.306  0.09
H -1.861 1.037 0.511  0.11
H -1.522 -1.535 -0.766  0.12
H -3.123 -0.991 -0.363  0.11
H -1.061 -1.463 1.495  0.06

Output
Net charge   -1
SMILES string   C[C@@H](CC[O-])NCO
E_LUMO   3.72 eV
Total energy   -10963.9687 eV
Highest occupied orbital energy   -2.4 eV
Orbital gap   6.12 eV

[3]
Computed, not measured: C5H12NO2 as an isolated structure in a non-equilibrium geometry, with wB97M-V/def2-TZVPD.

Each line ends with the Löwdin charge.
CARTESIAN COORDINATES (ANGSTROEM)
C -0.149 1.831 -1.194  -0.32
O -0.574 3.189 -0.690  -0.17
C 0.010 0.718 -0.028  -0.43
C 0.430 -0.524 -0.755  -0.19
C 1.038 -1.708 0.118  -0.16
C 2.106 -2.492 -0.264  -0.06
N -1.267 0.654 0.634  -0.01
H -0.765 1.130 -2.011  0.17
H 0.801 1.854 -1.687  0.09
H 0.716 0.986 0.745  0.14
H 1.387 -0.327 -1.404  0.12
H -0.305 -1.027 -1.466  0.13
H 0.395 -1.886 1.073  0.06
H 2.589 -2.160 -1.140  -0.01
H 2.718 -3.071 0.488  0.05
H -1.362 1.439 1.270  0.06
H -1.223 2.159 -0.770  0.12
H -1.487 -0.324 1.151  0.06
H -1.929 -2.089 1.737  -0.12
O -1.087 -1.716 1.980  -0.49

Output
Net charge   -1
E_LUMO   3.78 eV
Total energy   -10959.4565 eV
Highest occupied orbital energy   -3.8 eV
Orbital gap   7.58 eV

[4]
Computed, not measured: a 2-piece molecular cluster, C5H12NO2 overall in a non-equilibrium geometry, with wB97M-V/def2-TZVPD.

Each line ends with the Löwdin charge.
CARTESIAN COORDINATES (ANGSTROEM)
C -1.007 -0.609 -1.152  0.18
C 4.073 -0.517 -0.074  -0.02
C 1.918 0.086 0.396  -0.23
C -2.135 1.362 -0.251  0.05
C -2.331 -0.831 0.812  0.00
N -1.760 -0.055 -0.282  -0.20
O 3.087 0.284 -0.161  0.01
O 0.984 1.134 0.198  -0.05
H -0.438 0.130 -1.776  0.16
H -0.896 -1.600 -1.045  0.08
H 4.163 -1.500 0.353  0.09
H 4.923 -0.463 -0.713  0.07
H 1.522 -0.877 0.486  0.10
H -2.206 1.688 -1.218  0.08
H -3.007 1.410 0.279  0.07
H -1.208 1.794 0.243  0.13
H -2.499 -1.972 0.636  0.15
H -1.466 -0.816 1.637  0.17
H -3.257 -0.480 1.100  0.06
H 1.538 1.833 0.531  0.09

Output
Net charge   +1
E_LUMO   -4.63 eV
Total energy   -10951.7633 eV
Highest occupied orbital energy   -10.2 eV
Orbital gap   5.52 eV